Computed, not measured: a 12-piece molecular cluster, C34H91NO12 overall at a distorted geometry, with ωB97M-V/def2-TZVPD.

ORCA input file:
```
! RIJCOSX wB97M-V def2-TZVPD def2/J DEFGRID3
* xyz 0 1
H -2.574 -1.892 -2.795
H -1.966 0.981 -1.786
C 1.255 -0.601 6.237
O 2.637 5.086 -1.289
H 4.385 -5.072 1.102
H 1.994 0.229 6.118
H 1.453 -2.066 -2.460
C 2.697 -2.633 -3.913
H 3.641 -1.118 -2.718
H 1.989 -1.664 4.485
H 1.620 -0.118 0.807
H 0.079 0.761 0.719
O 4.194 3.430 0.202
O -1.933 -1.128 4.320
H 3.427 -3.901 -5.557
O -1.891 0.197 -1.235
H 4.534 0.914 0.082
C -3.208 0.037 2.242
H 2.823 3.074 -4.903
H 2.708 -2.150 6.086
H 1.591 6.950 1.259
O 2.775 -3.632 -0.177
H -5.996 -0.502 2.482
C 2.791 -3.928 -4.674
H -0.042 -3.281 2.863
H -2.906 -1.186 -0.228
H -2.878 3.683 0.890
O 3.418 5.544 -3.978
H 1.465 3.827 -4.006
N -3.144 -1.715 3.854
H 0.749 5.559 -0.462
C -5.802 -2.469 3.704
H -1.229 -1.737 -5.571
C 1.389 0.822 -1.086
H 2.622 5.249 -2.244
C -3.510 -1.381 -2.349
H -2.354 -4.422 4.046
H 5.298 -3.803 1.924
C 2.577 5.215 -5.117
H -5.297 0.092 4.970
H 3.225 7.138 0.662
H -0.056 -0.031 4.876
C -3.039 3.361 -1.346
H 2.680 -3.326 -1.074
H -4.503 -3.120 6.702
H 1.780 -4.211 -5.021
H 0.098 0.462 -4.298
C 2.034 3.826 -4.900
H -2.167 0.218 -7.262
O -1.241 0.410 -7.448
H 3.085 5.240 -6.072
C -3.130 -0.537 -1.109
C -0.679 0.728 -5.040
H -1.403 3.198 -2.407
C 1.168 0.750 0.399
H 0.486 -1.808 -5.503
H 2.626 5.497 1.142
H -2.623 -4.647 5.726
C 1.750 6.012 -0.700
C 5.371 2.786 -0.333
C -3.589 -2.835 4.765
H -3.844 2.674 -1.208
H 5.434 1.653 1.409
H 0.957 2.173 -2.711
C -0.031 -2.559 2.006
H -4.281 -2.139 -2.106
C -0.324 -1.583 -6.166
H -0.206 -2.096 -7.077
C -0.332 -0.031 -6.329
H 2.427 0.711 -1.296
H 1.611 1.577 0.927
H -2.743 -0.661 1.529
H -3.806 0.810 1.655
C 5.364 1.487 0.354
C 4.280 -4.094 1.606
C -0.919 -2.826 0.808
H -3.398 4.362 -1.642
H 6.295 3.348 -0.052
H -3.918 -0.776 -3.160
O 0.737 -0.248 -1.724
H 4.225 5.066 -4.096
H -0.748 -2.001 0.077
C -2.512 -3.865 4.959
H 4.472 -2.682 -2.741
H 0.628 0.426 -6.629
C -2.246 3.404 -0.009
H -0.733 1.809 -5.216
H 2.307 -1.921 -4.668
H 1.810 2.927 -1.265
H -0.672 -3.788 0.337
C 3.956 -1.981 -3.350
H 1.212 -0.921 7.311
H -4.575 -1.389 6.201
H -3.085 -2.080 6.746
H 5.262 2.756 -1.479
H -3.882 0.152 -0.868
H -6.201 -2.009 4.638
O -2.264 2.782 -2.385
H 4.786 -3.015 -0.240
H 1.615 6.859 -1.365
H -1.675 0.503 -4.602
H -1.364 4.056 -0.035
H -5.292 -4.173 4.869
C -4.500 0.418 4.314
H 1.028 -2.517 1.709
C 2.364 6.453 0.654
H 3.739 -2.122 0.945
H 0.119 2.644 -1.130
H 6.195 0.930 -0.063
H -6.642 -3.016 3.281
C -5.322 -1.375 2.735
H -0.235 -0.119 -1.486
H -2.515 -2.733 2.076
C 1.019 2.207 -1.579
H -4.460 -4.034 3.275
H 1.757 5.937 -5.077
H 0.980 -2.616 5.646
H -2.384 0.579 2.683
H 3.761 3.984 -0.475
H 1.430 3.532 -5.720
C -4.815 -3.478 4.151
H -2.095 -0.906 5.256
H 4.569 -1.567 -4.161
C 1.754 -1.912 5.545
H -4.972 1.275 3.771
H -0.297 -1.669 2.542
H -1.776 2.406 0.107
O -2.314 -2.886 1.104
C 3.947 -3.135 0.487
H -3.665 0.831 4.875
H -5.127 -1.862 1.737
O -0.029 -0.011 5.841
H 3.175 -4.731 -4.058
H -1.574 -3.449 5.337
C -4.073 -0.688 3.309
H 3.538 -4.217 2.390
O 1.791 -2.916 -2.817
C -3.955 -2.292 6.181
*
```

Its LUMO energy is 0.4 eV. The gap between HOMO and LUMO comes out at 9.1 eV. The total energy is -62789.576 eV. As for the SMILES: CC1(C)CCCC(C)(C)N1O.CC(C)O.CC(C)O.CC(C)O.CCO.CCO.CCO.CCO.CCO.CCO.CCO.CCO.

=====

Computed, not measured: a 11-piece molecular cluster, C34H96N6O16 overall at a distorted geometry, with ωB97M-V/def2-TZVPD.

ORCA input file:
```
! RIJCOSX wB97M-V def2-TZVPD def2/J DEFGRID3
* xyz 0 1
C 18.635 15.544 16.024
H 10.447 10.181 20.006
C 17.393 11.773 20.792
C 12.129 15.117 20.448
H 14.153 7.471 11.838
H 19.516 15.490 16.681
H 15.763 12.613 11.487
O 18.641 12.519 20.722
H 20.691 9.074 13.705
H 14.233 11.206 8.405
H 11.771 9.310 16.510
H 14.376 10.693 13.043
H 14.996 10.278 10.647
N 17.740 16.431 16.713
H 18.601 13.414 15.417
H 17.503 13.036 13.352
N 13.429 7.079 14.668
H 12.763 11.848 19.859
O 17.545 8.187 13.980
C 17.967 14.160 15.920
H 18.203 14.286 12.656
C 11.885 13.783 19.731
O 9.161 14.185 14.731
N 18.252 13.269 12.710
N 12.766 12.756 20.267
H 13.974 13.331 13.982
H 9.193 9.832 12.633
C 12.117 13.851 18.241
H 9.915 12.007 16.273
H 12.097 12.842 17.848
H 13.937 12.115 16.940
H 16.706 12.021 21.636
O 20.117 7.084 13.623
O 8.814 13.337 17.536
N 14.888 10.854 13.898
H 8.307 11.572 16.777
O 14.233 8.888 9.442
H 18.535 9.942 14.400
H 13.700 13.131 20.414
H 13.088 14.283 18.045
O 11.051 14.601 17.613
H 13.567 6.122 14.342
H 9.216 10.149 18.660
C 13.575 11.180 9.258
H 9.599 13.896 17.517
H 19.709 15.304 14.228
H 14.413 14.268 10.797
H 13.273 10.017 10.953
H 12.713 6.437 18.209
H 11.754 8.129 19.341
H 15.160 10.872 16.554
H 15.354 10.005 14.224
H 11.147 7.656 14.990
C 12.777 7.846 13.629
H 12.927 6.230 12.150
H 12.200 16.211 16.936
H 18.534 13.352 20.249
H 11.685 15.112 21.433
H 12.094 14.008 12.424
C 13.110 7.315 12.186
H 10.937 10.058 12.859
H 11.888 14.961 15.802
C 11.322 7.599 13.933
O 10.759 8.507 8.052
H 11.190 12.600 11.680
H 13.550 12.172 9.738
H 15.900 11.034 19.562
H 19.601 8.657 12.341
H 10.686 8.281 7.120
C 18.005 11.147 11.451
H 18.148 16.179 14.110
H 8.578 8.976 10.554
C 16.644 11.819 19.518
H 13.550 8.244 9.553
H 17.692 10.658 10.524
C 16.544 13.055 10.900
H 20.985 16.793 13.205
H 12.584 7.122 16.680
H 10.842 13.129 13.332
N 12.192 7.083 17.639
C 12.168 8.379 18.346
C 20.397 17.661 13.631
H 16.765 16.447 16.437
O 15.982 13.080 19.227
C 13.918 11.340 14.857
H 8.916 9.443 7.910
C 11.620 13.030 12.564
C 11.440 15.516 16.601
C 14.027 10.056 10.176
H 15.392 12.459 15.966
C 14.605 11.717 16.182
H 8.813 7.795 8.598
H 12.169 10.079 8.387
C 10.153 10.590 19.011
H 18.711 12.943 10.678
H 8.790 14.898 15.326
H 12.440 7.780 11.471
H 9.938 11.665 19.166
O 9.803 10.519 10.135
C 9.425 8.698 8.514
H 11.765 16.008 19.920
O 19.802 17.225 14.863
H 10.235 8.375 10.383
H 8.609 12.278 14.299
H 10.575 16.131 16.284
H 21.042 18.488 13.847
C 15.147 15.040 11.029
C 19.819 8.456 13.385
H 18.110 17.331 16.986
H 18.975 10.788 11.769
C 10.063 9.498 13.242
H 17.782 13.775 16.924
H 7.358 13.232 15.206
C 9.512 9.111 9.995
H 17.209 10.803 12.121
H 19.133 8.542 15.278
H 17.709 10.733 20.902
H 14.328 7.425 14.958
C 19.062 16.075 14.699
H 13.201 15.239 20.676
H 10.902 13.405 19.895
H 14.184 8.450 19.244
H 10.734 10.649 9.840
H 16.964 14.228 15.432
H 15.060 15.817 10.285
H 13.434 10.035 19.103
C 13.210 12.549 14.205
C 18.734 8.891 14.310
H 9.971 9.821 14.289
H 16.584 13.772 18.951
H 14.990 15.458 12.002
H 19.631 17.966 12.921
H 12.434 12.909 14.923
H 17.836 7.275 13.828
O 10.311 8.118 13.143
O 11.142 10.603 18.004
C 8.401 12.957 15.123
C 8.929 12.408 16.428
H 13.079 8.834 13.692
H 20.583 6.687 12.897
C 17.936 12.654 11.403
H 17.406 11.604 18.794
O 12.613 12.121 13.027
H 13.989 9.171 17.651
H 13.147 10.575 15.060
H 10.409 8.771 17.369
C 11.350 9.290 17.505
H 11.157 6.540 13.856
H 16.391 12.696 9.870
C 13.496 9.053 18.641
O 16.439 14.463 10.951
O 12.241 10.998 8.729
*
```

Its LUMO energy is 0.4 eV. The gap between HOMO and LUMO comes out at 9.2 eV. The total energy is -78509.294 eV. As for the SMILES: COC[C@H](C)N.COC[C@H](C)N.COC[C@H](C)N.COC[C@H](C)N.COC[C@H](C)N.COC[C@H](C)N.OCCO.OCCO.OCCO.OCCO.OCCO. The relative energy (zero: lowest compared OMol25 entry of this formula, charge and spin) is 20.6 kcal/mol.

=====

Computed, not measured: a 15-piece molecular cluster, C34H96NO25 overall at a distorted geometry, with ωB97M-V/def2-TZVPD.

ORCA input file:
```
! RIJCOSX wB97M-V def2-TZVPD def2/J DEFGRID3
* xyz -1 1
C -2.823 -2.396 0.341
C 2.219 -6.878 2.112
O 0.193 2.142 2.588
C -2.257 1.695 -4.889
H -1.445 4.040 -1.894
C 1.532 -1.014 3.796
H 2.208 4.409 4.119
O -5.160 -2.868 -2.408
H 4.394 0.316 1.801
H 5.416 1.572 4.818
O 0.911 -0.579 5.031
O 5.465 1.383 3.878
H 2.350 -1.683 4.062
H 4.032 -3.787 -1.281
C -3.275 -1.270 1.360
O 2.659 -0.994 -2.012
C -1.251 -4.122 -5.586
H 0.688 7.733 1.163
C 1.718 -2.978 -2.863
H -2.322 2.737 -4.577
O 0.315 1.499 -0.145
H 0.786 -3.498 -5.987
H 4.500 -0.386 4.352
H 1.548 -8.930 1.908
H 5.555 3.329 -0.840
C -3.543 3.017 1.194
O -2.845 -1.733 -0.917
H -1.143 4.568 -0.191
H 3.749 -2.286 -3.058
H -5.836 3.913 -0.809
H 2.785 0.814 -2.254
C -0.773 4.567 -1.217
H -0.262 1.585 -5.924
H -3.197 -1.494 2.424
H -7.501 -3.413 -3.489
C -2.075 0.867 4.937
O -5.193 4.092 -0.119
H 2.662 -3.209 -0.311
H -2.221 -1.004 -0.938
H 0.376 3.036 -0.871
C 3.468 -2.904 -0.979
O -0.333 6.163 -3.027
H -4.206 1.154 5.094
H -2.651 -3.739 -6.795
H 2.115 6.169 -0.231
H -3.609 -4.206 1.089
O 3.834 4.317 -1.385
H 3.644 -6.511 3.237
H -4.392 -2.434 -2.030
H -4.719 -3.255 -0.037
C 0.677 -1.784 2.826
O 1.599 7.754 0.859
H -6.705 -3.450 -5.361
H -2.754 1.016 -3.196
C 2.482 -5.623 1.315
H -1.743 6.481 -1.539
H -4.331 -1.077 1.172
H -1.753 -2.574 0.444
H -8.056 -1.848 -3.697
O -3.819 -0.898 4.836
H -1.748 -2.083 -5.012
C 6.652 -0.623 4.373
N -0.225 0.516 -0.683
H 1.447 -6.557 2.811
C -3.544 0.463 4.572
H 3.295 6.039 2.738
H 0.604 -4.748 -4.727
O -6.678 -2.527 -5.098
C 3.359 6.140 1.655
H -0.500 7.091 -3.209
C -3.704 -3.556 0.219
C -0.754 1.190 -5.035
H 1.828 -1.005 -1.531
H 0.911 -2.729 -2.176
H -3.349 -4.099 -0.657
O -1.214 0.594 -1.430
O -1.694 -3.686 -6.850
H 4.613 -1.261 2.093
C 2.981 -2.315 -2.286
H 6.543 -1.691 4.184
H 3.071 -4.929 1.914
H -5.438 -1.116 -3.300
H 4.719 4.814 1.892
H 5.130 3.206 -2.564
H -0.508 1.135 -3.095
H 1.894 -0.130 3.270
H 3.366 2.072 -0.237
H 0.021 -1.046 2.362
H 1.489 -2.439 -3.782
H -2.503 -3.294 -4.037
H -1.856 -4.995 -5.343
H 6.698 -0.497 5.455
H -0.654 0.105 -5.072
H 0.545 4.093 4.521
H -3.244 3.981 1.606
H -5.680 1.605 0.185
H 6.019 -0.205 1.662
O 0.505 3.920 -1.222
C 1.692 -8.029 1.312
H 2.257 2.340 2.669
C 1.474 3.610 4.217
O -1.803 2.175 4.463
H 3.789 4.532 -0.451
H -5.257 1.712 -1.538
H -1.499 0.095 4.426
C -7.144 -2.433 -3.807
H 1.417 3.697 2.002
C 5.132 -0.322 2.286
C -4.214 3.115 -0.244
H -4.120 1.004 -0.312
C -0.753 6.042 -1.665
C 0.259 -4.409 -5.704
O 0.278 -0.568 -0.503
H 4.663 1.227 -0.960
H -6.533 -1.513 -1.944
C -1.577 -3.061 -4.563
O 3.099 1.719 -2.318
H 1.538 -5.090 1.196
H 1.345 1.943 5.316
H -2.781 -0.316 1.174
H -2.735 1.672 -5.869
O 1.875 2.740 5.241
O -2.991 0.809 -4.103
O 4.021 4.969 1.252
H -3.674 0.694 3.515
H -1.953 0.669 6.001
H 4.067 6.953 1.489
C 4.732 3.249 -1.550
H -0.830 -2.875 -3.792
O -0.014 -2.907 3.252
H 2.382 -8.223 0.491
H -1.010 2.215 3.923
H 0.796 -1.342 5.601
H 1.315 -2.135 2.015
H 0.255 2.008 1.639
C 2.044 6.371 0.838
C -6.073 -1.885 -2.860
H -4.549 -1.254 4.325
H -0.095 6.573 -0.977
H 2.932 -5.692 0.324
C -4.867 1.769 -0.522
H -2.700 2.355 0.997
H 0.737 -7.853 0.817
O -0.115 1.607 -3.833
C 3.925 2.001 -1.170
H 1.855 -4.052 -2.989
C 5.354 -0.026 3.780
O 3.376 -7.315 2.785
H -3.477 3.458 -0.971
H 1.241 5.799 1.301
H -4.192 2.570 1.946
H 4.076 -2.220 -0.388
H 7.578 -0.247 3.941
C 1.365 2.953 2.796
H 0.439 -5.186 -6.446
H -0.437 -2.673 4.082
*
```

Its LUMO energy is 1.8 eV. The gap between HOMO and LUMO comes out at 8.5 eV. The total energy is -89485.533 eV.

=====

Q: Which value of gap between HOMO and LUMO does entry 1 give?
A: 9.1 eV

=====

Q: Which of these has the highest gap between HOMO and LUMO?
A: C34H96N6O16

=====

Q: LUMO energy of number 1 (C34H91NO12)?
A: 0.4 eV